Below is a molecular structure, C11H23Br9O2 at a distorted geometry, with properties calculated with the ωB97M-V functional and the def2-TZVPD basis.

XYZ file:
```
45
Properties=species:S:1:pos:R:3:forces:R:3
O 14.58352 5.45778 11.68207 2.3063 1.0357 -0.8100
H 14.46695 14.02591 5.77515 1.0795 1.2925 0.1529
C 14.95575 6.82947 11.87217 0.0166 -0.1895 1.4327
Br 13.59154 7.46171 7.82640 0.1665 0.6155 0.1386
H 15.43996 12.77146 12.74044 0.0568 0.1565 0.1557
Br 13.98948 12.72130 7.86066 0.3670 -0.0481 0.0769
C 15.12543 12.64551 11.71612 0.7722 -1.7448 -0.7968
C 9.48032 8.70032 7.22265 0.4447 -0.3430 -1.6525
H 14.00433 12.45277 5.35968 0.0451 -0.5380 0.0763
H 9.36202 7.73143 7.66951 0.0857 0.0071 0.8259
H 13.95278 10.03414 7.85947 0.1529 -0.9333 0.4753
Br 8.06404 8.60585 5.81124 0.5736 0.2625 0.4663
H 14.48522 7.52060 11.16558 0.0995 -0.2945 -0.5724
H 12.63544 5.87516 11.69811 -0.1395 -0.5970 0.6966
Br 13.40505 11.70894 11.79645 0.2704 0.3215 -0.1444
H 12.36778 14.12253 4.83991 -0.2297 0.8785 -1.5947
C 9.45400 9.97239 7.97885 -0.9494 0.3047 0.2841
H 12.15588 14.55783 6.49774 -0.6195 -0.3948 0.2629
C 13.34629 5.16505 12.20000 -0.8242 2.6993 -0.5033
H 13.37382 5.34564 13.26252 -0.4721 -0.1600 0.6352
C 16.16169 11.76923 10.95822 -0.3682 -1.4139 -0.2647
Br 7.85019 10.35647 8.97759 -0.3795 -0.2077 0.3661
H 15.08508 13.58408 11.19743 -0.6857 0.3834 -0.0719
H 18.97717 6.14003 13.86716 -0.8946 -0.5963 0.0822
H 13.08292 4.19337 11.93593 -0.3702 -1.7461 -0.2187
C 13.77717 13.27546 6.01529 -0.2002 -0.9704 0.4522
Br 16.23148 9.17570 8.25983 0.3439 -0.0598 -0.1668
O 17.07804 6.32362 12.95092 -0.2538 -0.2539 0.2448
Br 17.57821 12.95531 10.41194 0.5060 -0.0620 0.1062
C 18.44562 6.58853 13.01786 1.0471 0.4973 0.8936
H 15.90469 11.20601 10.02642 -0.7452 1.3166 0.5546
H 16.88243 6.70868 10.93715 0.3705 0.1522 -0.3549
H 14.54930 7.20137 12.84536 0.3439 -0.4880 -0.2557
Br 11.22913 12.24127 5.71293 -0.7674 -0.1804 0.3309
C 16.48112 7.03649 11.88889 -1.1061 0.4476 0.6121
H 9.45409 10.76038 7.26523 0.2531 0.6448 -0.5025
H 18.65534 7.65316 13.23983 -0.1887 -0.0323 -0.7864
H 10.44295 8.73752 6.67570 -0.5198 -0.3453 0.0868
H 10.26238 10.13709 8.66648 0.5098 -0.3563 0.1939
H 16.64248 8.13474 12.08933 -0.0246 -0.7445 -0.6302
H 16.52836 10.87783 11.51165 0.1658 1.0887 0.4468
Br 14.39928 9.54150 5.63772 0.4292 0.0306 -1.3948
C 12.39289 13.74836 5.81388 0.3671 0.0613 0.2649
C 14.50258 9.16493 7.46350 -1.1060 0.1776 0.9320
H 18.98060 6.20828 12.15384 0.0712 0.3258 -0.5259
```
Forces are in eV/Å.

Computed properties:
- HOMO energy: -9.71 eV
- Gap between HOMO and LUMO: 9.515 eV
- Max |F|: 2.87 eV/A
- Electronic energy: -23749.43510 Ha
- Net charge: 0

---

Below is a molecular structure, C11H23CaN5O6 at a distorted geometry, with properties calculated with the ωB97M-V functional and the def2-TZVPD basis.

XYZ file:
```
46
Properties=species:S:1:pos:R:3:forces:R:3
N -0.04118 0.56636 2.26647 -1.4166 0.5436 1.8818
H 2.33360 3.08458 -1.42870 -0.5706 -0.4812 0.2150
H -3.37731 2.80792 2.92457 0.2333 0.1490 -0.0907
H 0.20156 3.54953 -2.57618 -0.0264 -0.1827 0.3032
H -0.65885 0.68764 4.86558 -0.1557 0.1712 -0.2599
H -1.50204 -4.51334 1.42438 0.0946 0.1562 -0.0070
O -0.90553 0.58960 -3.06137 -1.2467 1.7665 -0.5616
H 0.04004 -4.13250 2.21734 -0.1082 0.0546 -0.0696
O 3.18254 0.20224 0.61027 -0.3074 0.2900 0.7643
H -1.54692 2.23201 4.68404 0.0367 -0.1896 -0.0105
H -1.14903 -1.62795 -4.63969 0.2664 0.1393 -0.0687
C -2.55202 3.33738 2.42735 -0.1954 0.2008 -0.0817
N -0.72544 -1.60752 0.49281 -0.4738 -2.0166 1.3237
C 1.34620 2.63331 -1.19756 0.0656 1.5978 -0.7538
O 2.54776 -2.19972 -0.63164 1.0728 -0.7437 1.8758
N 0.01874 -0.15108 -2.56568 1.2710 -3.0956 -0.6750
H 2.59669 -3.75524 -2.45424 -0.1700 -0.0141 -0.0395
C 1.59676 -3.51260 -2.82747 0.3909 -0.2253 -0.1543
H 3.54773 0.24617 1.50986 -0.1314 -0.1100 -0.5628
H 0.88445 -4.22392 -2.38289 0.1441 0.0468 -0.0250
H 1.28059 2.50638 -0.10746 0.0345 0.2657 -0.3535
C 1.25096 -2.12187 -2.46101 1.2722 1.2274 2.9113
O 0.29942 3.62313 -1.61229 1.1742 -1.1212 0.1802
C -0.80664 -2.55989 1.14839 -0.0245 1.7186 -1.3537
H -2.12877 4.06706 3.13464 -0.1148 -0.2350 -0.1339
N -1.11021 2.35751 0.67954 -1.4593 0.8238 2.2131
H 1.24784 1.69206 -1.75880 0.0839 0.2607 -0.1316
O -1.81237 3.20430 -0.17633 0.8864 0.1266 0.3385
H -2.33621 0.71227 4.27552 0.2125 0.0470 -0.0335
Ca -0.07771 0.49673 -0.31590 0.9016 -1.4805 -1.5609
C 0.41867 -1.26945 -3.22861 -1.5622 3.0492 1.2810
H 0.39833 -2.43867 -5.00973 -0.1486 0.2099 -0.0083
H 1.01367 -0.97582 2.69770 -0.5661 0.5605 0.1613
C -1.50682 2.38952 1.95147 0.4719 0.3878 -2.6894
H 0.22883 -0.68020 -5.25925 -0.2439 -0.2208 0.1722
C -0.90673 1.39359 2.84211 1.7097 -2.0581 -1.0405
C -0.94832 -3.73971 1.96313 0.0318 -0.5512 0.4077
N 1.68002 -1.54669 -1.29529 -1.2114 -0.6212 -2.7418
H 1.56689 -3.64887 -3.91063 0.0627 -0.1095 0.1274
H -2.93287 3.86937 1.54983 -0.0163 -0.0565 0.3976
H -1.08958 3.49404 -0.83312 -0.6453 -0.5474 0.4330
H 3.06011 -0.75388 0.39154 0.0193 -0.3465 -0.5217
O 0.28345 -0.49730 3.15131 0.6154 0.4643 -0.8613
C -0.05267 -1.52525 -4.60981 -0.1732 -0.1213 -0.3267
H -1.48541 -3.50317 2.88732 0.1066 0.0403 -0.1844
C -1.37218 1.24195 4.24847 -0.1903 0.2306 0.3142
```
Forces are in eV/Å.

Computed properties:
- HOMO energy (alpha / beta): -4.87 / -4.37 eV
- Gap between HOMO and LUMO (alpha / beta): 3.871 / 2.917 eV
- Max |F|: 3.66 eV/A
- Electronic energy: -1835.56285 Ha
- Net charge: 0
- Energy relative to the best compared isomer or geometry (same formula, charge and spin): 0.0 kcal per mole

---

Below is a molecular structure, C11H23GaP2 at a distorted geometry, with properties calculated with the ωB97M-V functional and the def2-TZVPD basis.

XYZ file:
```
37
Properties=species:S:1:pos:R:3:forces:R:3
H -1.78683 -2.27791 3.55177 0.1788 -0.0898 -0.2914
H 3.00795 -0.50013 2.48516 -0.0910 0.1018 0.0970
P -0.33549 -0.18299 0.76128 2.2379 0.4053 0.7589
H -0.21580 -2.55648 2.77010 -0.1970 0.2346 -0.0033
H 1.69616 -1.46203 0.71130 -0.0209 0.2997 0.2002
C -0.45630 1.61567 0.52569 -0.5221 -0.0052 -0.4584
H -0.65322 3.48358 1.56123 0.0200 -0.1787 0.0557
H -1.23126 2.11807 2.52453 0.1255 0.0865 -0.1891
H -1.13361 -4.43143 -2.28037 0.5972 0.5129 0.7242
C 1.98739 -0.11189 2.39738 0.6122 -0.0482 0.1852
H -1.70904 -2.72065 1.83245 0.0305 0.2857 0.1567
H -2.23870 1.74614 -3.35768 0.3474 -0.0007 0.0713
C -0.20207 2.67120 -3.17796 0.1019 -0.5266 -0.5441
C -1.18778 -0.63577 2.30578 -0.0800 0.2452 -0.0879
C 1.46280 -0.42573 1.00076 0.2927 -0.0253 0.4191
H 1.39993 -0.57798 3.19660 0.0830 0.0683 -0.1790
P -0.25566 -3.72767 -1.37988 1.9793 -0.9164 0.0648
H 0.98637 -3.60077 -2.10798 -0.5463 -0.8184 0.1153
H -0.70853 -0.06398 3.10591 -0.1546 -0.1032 0.0146
C 0.96127 0.69417 -3.41736 -0.2922 0.5533 0.2051
C -1.15350 1.63575 -3.33516 0.3735 0.0308 0.5477
H 0.50962 2.40557 2.33019 -0.2457 -0.0359 -0.1224
H -0.42166 3.73569 -3.05030 0.0571 -0.4127 -0.1916
Ga -1.05854 -1.64898 -0.80138 -3.9403 1.2879 -1.8801
H -0.89638 -0.59615 -3.57318 0.1565 0.4825 -0.2696
H 2.04283 0.96489 2.58808 -0.0956 -0.2246 -0.0286
H 1.94947 0.22304 0.25438 -0.1885 -0.2807 0.0917
C -0.45779 2.43580 1.81468 0.0080 0.2205 0.1845
H 1.76526 -0.04252 -3.47120 -0.2119 0.2519 -0.1819
H 0.01925 -4.63839 -0.28771 -0.1100 -0.0023 -0.9330
H -1.36238 1.79677 -0.06943 0.2182 0.0803 0.0755
H 0.39479 1.89177 -0.11683 -0.3440 -0.1505 -0.0282
C -0.45051 0.39989 -3.45634 0.3410 -0.0752 0.6893
C 1.11062 2.10250 -3.30109 -0.7004 -0.7821 0.3706
H 2.04540 2.65370 -3.34770 -0.1456 -0.1084 0.1760
C -1.21892 -2.12924 2.62217 0.0675 -0.2733 0.1169
H -2.20515 -0.24353 2.19212 0.0579 -0.0891 0.0683
```
Forces are in eV/Å.

Computed properties:
- HOMO energy (alpha / beta): -5.67 / -5.67 eV
- Gap between HOMO and LUMO (alpha / beta): 5.043 / 5.044 eV
- Max |F|: 4.55 eV/A
- Electronic energy: -3040.20099 Ha
- Net charge: 0
- Energy relative to the best compared isomer or geometry (same formula, charge and spin): 8.7 kcal per mole

---

Below is a molecular structure, C11H23GeNO5RuSe, with properties calculated with the ωB97M-V functional and the def2-TZVPD basis.

XYZ file:
```
43
Properties=species:S:1:pos:R:3:forces:R:3
Ge -1.08101 2.83176 -0.79585 -0.0788 -0.0840 -0.0148
H -2.97421 2.25347 0.78475 -0.0330 0.1011 -0.0798
C 0.46070 2.38292 0.32397 0.0227 0.0233 0.0421
H 3.10482 -1.08761 2.50378 -0.0247 -0.0356 0.0247
Ru -0.18683 -1.17089 0.25730 0.5923 0.5729 0.1123
H 2.01563 -3.17065 1.65821 0.0698 -0.0459 -0.0191
C -0.30092 -3.95865 0.49734 0.0219 -0.0423 -0.0568
H 0.86532 -1.15115 2.88863 0.0661 -0.0123 0.0099
O -0.00286 -0.60908 -1.54494 -0.3809 -0.3208 -0.3120
H 3.40630 -2.78091 0.64471 0.0281 0.0894 -0.0256
H 2.62154 -2.59194 -1.99985 -0.0112 -0.0113 -0.0013
H -3.51086 0.39288 2.75585 -0.0018 0.0325 -0.0069
O -0.68139 -5.03957 0.82169 0.0207 0.0150 0.0893
C 0.89443 -3.74151 -0.42603 0.0361 0.0204 0.0876
C 0.89914 -1.30935 -2.28753 -0.0300 -0.0143 0.0758
C -2.47467 0.31152 2.44081 0.0307 -0.0527 -0.0394
H 1.31335 3.01816 0.08446 0.0171 -0.0147 -0.0169
O -0.91252 -2.81972 0.87025 -0.0774 -0.0216 -0.0833
O 1.09368 -0.75143 2.03829 -0.3611 -0.0949 0.0167
H -2.57978 4.85557 -1.10363 0.0026 -0.0108 -0.0085
H 0.55609 -3.82534 -1.46055 -0.0619 0.0568 0.0105
H 2.71653 -1.00940 -1.20112 -0.0045 0.0074 0.0053
H -1.91881 4.85561 0.53703 0.0076 -0.0055 0.0036
Se -2.43073 -0.09403 0.53678 0.0237 0.0598 0.0481
H 1.62816 -4.52837 -0.24887 0.0049 -0.0066 -0.0492
O 0.77679 -1.48522 -3.45584 0.1054 0.1238 -0.0664
C -1.68659 4.66122 -0.50995 0.1065 0.0164 0.0829
H 0.76805 1.34373 0.17086 0.0371 0.0024 -0.0356
H 2.75017 -0.29327 0.96739 0.0388 0.0077 0.0264
C 2.05665 -1.84431 -1.44371 -0.0298 -0.0006 0.0309
H 0.06268 3.20521 -3.01001 0.0022 -0.0204 -0.0056
H 0.22491 2.51921 1.38013 0.0070 -0.0094 0.0104
H -3.41873 1.73914 -0.82579 0.0303 -0.1027 -0.0237
H -1.94172 1.24220 2.61424 0.0340 -0.0084 0.0205
H -0.53522 1.53781 -2.94976 0.0454 -0.1178 0.0016
C -2.60036 1.74656 -0.10654 -0.0494 -0.0087 0.0880
C 2.44469 -1.09555 1.63864 0.0257 0.0639 -0.0404
H -1.99327 -0.50363 2.97471 -0.0560 -0.0505 0.0058
H -0.91224 5.36143 -0.82382 -0.0203 0.0225 -0.0057
N 1.48185 -2.39618 -0.19904 -0.0002 -0.1112 -0.0190
H -1.65002 2.87083 -3.25406 0.0042 0.0077 0.0062
C 2.41540 -2.43853 0.95250 -0.1098 -0.0442 0.0635
C -0.76416 2.56706 -2.69545 -0.0501 0.0242 0.0477
```
Forces are in eV/Å.

Computed properties:
- HOMO energy (alpha / beta): -12.54 / -12.57 eV
- Gap between HOMO and LUMO (alpha / beta): 7.871 / 7.929 eV
- Max |F|: 0.83 eV/A
- 2S+1: 2
- Electronic energy: -5436.89085 Ha
- Net charge: +1
- Energy relative to the best compared isomer or geometry (same formula, charge and spin): 0.0 kcal per mole